[1]
The molecule C4H8N2O. Source: the Open Molecules 2025 dataset; level of theory: wB97M-V/def2-TZVPD.

- LUMO level: 0.032 hartree
- Total charge: 0
- E: -341.86963 hartree
- 2S+1: 1
- Relative energy (zero: lowest compared OMol25 entry of this formula, charge and spin): 351.9 kJ/mol

Each atom is followed by the atoms it is bonded to, with distances in Å.
Geometry (Å):
1 C 0.781 -0.316 -0.447  C2 1.705, N4 1.413, N5 1.642, C6 1.831, H8 1.092
2 C -0.538 0.765 -0.484  C1 1.705, C3 1.515, H11 1.091, H12 1.095
3 C -1.682 0.538 0.483  C2 1.515, H13 1.094, H14 1.090, H15 1.095
4 N 0.365 -1.656 -0.277  C1 1.413, H9 1.015, H10 1.012
5 N 1.185 0.477 0.933  C1 1.642, C6 1.224
6 C 2.282 0.225 0.452  C1 1.831, N5 1.224, O7 1.196
7 O 3.471 0.129 0.381  C6 1.196
8 H 1.204 -0.140 -1.438  C1 1.092
9 H 0.619 -2.008 0.639  N4 1.015
10 H -0.619 -1.828 -0.445  N4 1.012
11 H -0.200 1.802 -0.469  C2 1.091
12 H -0.889 0.547 -1.498  C2 1.095
13 H -2.045 -0.494 0.452  C3 1.094
14 H -1.409 0.780 1.511  C3 1.090
15 H -2.525 1.180 0.208  C3 1.095



[2]
The molecule C4H8N2O. Source: the Open Molecules 2025 dataset; level of theory: wB97M-V/def2-TZVPD.

- LUMO level: 0.000 hartree
- Total charge: 0
- E: -341.82665 hartree
- 2S+1: 1
- Relative energy (zero: lowest compared OMol25 entry of this formula, charge and spin): 464.7 kJ/mol

Each atom is followed by the atoms it is bonded to, with distances in Å.
Geometry (Å):
1 C 1.292 -1.387 1.229  N2 1.556, H8 1.102, H9 1.104
2 N 0.656 -0.059 0.726  C1 1.556, C3 1.478, H10 1.019, H11 1.033
3 C -0.263 -0.293 -0.409  N2 1.478, C4 1.535, C6 1.468, H12 1.096
4 C -1.264 0.856 -0.597  C3 1.535, O5 1.410, H13 1.094, H14 1.099
5 O -2.027 1.002 0.579  C4 1.410, H15 0.962
6 C 0.503 -0.519 -1.640  C3 1.468, N7 1.156
7 N 1.060 -0.639 -2.646  C6 1.156
8 H 1.708 -1.827 0.309  C1 1.102
9 H 2.168 -1.021 1.792  C1 1.104
10 H 0.068 0.235 1.505  N2 1.019
11 H 1.274 0.733 0.485  N2 1.033
12 H -0.790 -1.211 -0.128  C3 1.096
13 H -1.937 0.598 -1.420  C4 1.094
14 H -0.745 1.784 -0.876  C4 1.099
15 H -1.702 1.750 1.090  O5 0.962



[3]
The molecule C4H8N2O. Source: the Open Molecules 2025 dataset; level of theory: wB97M-V/def2-TZVPD.

- LUMO level: 0.027 hartree
- Total charge: 0
- E: -341.91446 hartree
- SMILES: C[C@](O)(C#N)CN
- 2S+1: 1
- Relative energy (zero: lowest compared OMol25 entry of this formula, charge and spin): 234.2 kJ/mol

Each atom is followed by the atoms it is bonded to, with distances in Å.
Geometry (Å):
1 C 0.107 -0.688 -1.495  C2 1.543, H8 1.088, H9 1.094, H10 1.103
2 C -0.412 0.100 -0.274  C1 1.543, O3 1.501, C4 1.456, C6 1.562
3 O -1.097 -0.778 0.731  C2 1.501, H11 0.995
4 C -1.497 1.040 -0.517  C2 1.456, N5 1.154
5 N -2.564 1.429 -0.314  C4 1.154
6 C 0.810 0.733 0.465  C2 1.562, N7 1.447, H12 1.103, H13 1.102
7 N 1.352 -0.354 1.252  C6 1.447, H14 1.017, H15 1.011
8 H -0.712 -1.193 -2.002  C1 1.088
9 H 0.841 -1.421 -1.145  C1 1.094
10 H 0.626 -0.046 -2.226  C1 1.103
11 H -2.055 -0.778 0.997  O3 0.995
12 H 0.503 1.628 1.032  C6 1.103
13 H 1.587 1.082 -0.234  C6 1.102
14 H 0.561 -0.740 1.761  N7 1.017
15 H 2.053 -0.028 1.904  N7 1.011



[4]
The molecule C4H8N2O. Source: the Open Molecules 2025 dataset; level of theory: wB97M-V/def2-TZVPD.

- LUMO level: 0.007 hartree
- Total charge: 0
- E: -341.94637 hartree
- SMILES: [H]/N=C(\NC)C(C)=O
- 2S+1: 1
- Relative energy (zero: lowest compared OMol25 entry of this formula, charge and spin): 150.4 kJ/mol

Each atom is followed by the atoms it is bonded to, with distances in Å.
Geometry (Å):
1 H -0.381 -0.962 2.089  N2 1.027
2 N 0.426 -0.556 1.600  H1 1.027, C3 1.270
3 C 0.057 -0.505 0.386  N2 1.270, N4 1.411, C6 1.522
4 N -1.242 -0.883 -0.018  C3 1.411, C5 1.467, H9 1.013
5 C -2.227 0.202 0.045  N4 1.467, H10 1.098, H11 1.094, H12 1.094
6 C 1.006 -0.004 -0.694  C3 1.522, C7 1.506, O8 1.215
7 C 2.356 0.526 -0.286  C6 1.506, H13 1.093, H14 1.092, H15 1.096
8 O 0.625 -0.031 -1.847  C6 1.215
9 H -1.209 -1.250 -0.961  N4 1.013
10 H -2.162 0.872 -0.824  C5 1.098
11 H -2.063 0.796 0.949  C5 1.094
12 H -3.235 -0.218 0.095  C5 1.094
13 H 2.847 -0.146 0.421  C7 1.093
14 H 2.968 0.669 -1.179  C7 1.092
15 H 2.234 1.488 0.224  C7 1.096



[5]
A 3-piece molecular cluster, C4H8N2O overall. Source: the Open Molecules 2025 dataset; level of theory: wB97M-V/def2-TZVPD.

- LUMO level: 0.000 hartree
- Total charge: 0
- E: -341.85118 hartree
- 2S+1: 1
- Relative energy (zero: lowest compared OMol25 entry of this formula, charge and spin): 400.3 kJ/mol

Each atom is followed by the atoms it is bonded to, with distances in Å.
Geometry (Å):
1 O -1.784 -2.238 -0.222  C2 1.211
2 C -0.962 -1.349 -0.229  O1 1.211, N3 1.506, N7 1.346
3 N -1.209 -0.234 0.752  C2 1.506, C4 1.326, H8 1.016
4 C -0.495 0.879 0.648  N3 1.326, C5 1.487, H10 1.087
5 C 0.973 0.669 0.541  C4 1.487, C6 1.575, H11 1.096, H12 1.092
6 C 1.234 -0.496 -0.486  C5 1.575, N7 1.453, H13 1.095, H14 1.094
7 N 0.028 -1.041 -1.087  C2 1.346, C6 1.453
8 H -2.191 -0.165 1.002  N3 1.016
9 H -0.644 1.193 -1.060  no bonds
10 H -0.918 1.815 1.005  C4 1.087
11 H 1.327 0.368 1.534  C5 1.096
12 H 1.476 1.600 0.270  C5 1.092
13 H 1.797 -1.287 0.021  C6 1.095
14 H 1.860 -0.121 -1.300  C6 1.094
15 H -0.491 0.408 -1.390  no bonds



[6]
The molecule C4H8N2O. Source: the Open Molecules 2025 dataset; level of theory: wB97M-V/def2-TZVPD.

- LUMO level: 0.032 hartree
- Total charge: 0
- E: -341.91768 hartree
- SMILES: C[C@@]1(C(N)=O)CN1
- 2S+1: 1
- Relative energy (zero: lowest compared OMol25 entry of this formula, charge and spin): 225.7 kJ/mol

Each atom is followed by the atoms it is bonded to, with distances in Å.
Geometry (Å):
1 C 0.405 -0.241 1.333  C2 1.536, H8 1.092, H9 1.093, H10 1.099
2 C 0.161 -0.281 -0.183  C1 1.536, C3 1.509, C6 1.492, N7 1.450
3 C 0.193 1.168 -0.600  C2 1.509, N4 1.428, O5 1.208
4 N -1.073 1.765 -0.317  C3 1.428, H11 1.019, H12 1.010
5 O 1.158 1.768 -1.011  C3 1.208
6 C 0.535 -1.527 -0.914  C2 1.492, N7 1.453, H13 1.091, H14 1.094
7 N -0.847 -1.086 -0.844  C2 1.450, C6 1.453, H15 1.013
8 H -0.332 -0.833 1.879  C1 1.092
9 H 1.418 -0.591 1.548  C1 1.093
10 H 0.360 0.787 1.718  C1 1.099
11 H -1.166 2.028 0.662  N4 1.019
12 H -1.202 2.585 -0.891  N4 1.010
13 H 0.978 -1.591 -1.909  C6 1.091
14 H 0.859 -2.327 -0.243  C6 1.094
15 H -1.446 -1.623 -0.227  N7 1.013



[7]
The molecule C4H8N2O. Source: the Open Molecules 2025 dataset; level of theory: wB97M-V/def2-TZVPD.

- LUMO level: 0.026 hartree
- Total charge: 0
- E: -341.84623 hartree
- SMILES: [H]/N=C(/N)C(=C)OC
- 2S+1: 1
- Relative energy (zero: lowest compared OMol25 entry of this formula, charge and spin): 413.3 kJ/mol

Each atom is followed by the atoms it is bonded to, with distances in Å.
Geometry (Å):
1 H 2.289 0.278 -0.295  N2 0.939
2 N 1.750 1.047 -0.284  H1 0.939, C3 1.239
3 C 0.535 0.807 -0.316  N2 1.239, N4 1.460, C5 1.459
4 N -0.309 1.900 0.159  C3 1.460, H9 0.994, H10 1.004
5 C -0.063 -0.494 -0.593  C3 1.459, C6 1.417, O7 1.245
6 C 0.486 -1.385 -1.549  C5 1.417, H11 1.098, H12 1.049
7 O -1.184 -0.681 -0.083  C5 1.245, C8 1.344
8 C -1.041 -0.627 1.253  O7 1.344, H13 1.141, H14 1.053, H15 1.067
9 H -1.223 1.523 0.263  N4 0.994
10 H -0.146 2.889 0.118  N4 1.004
11 H 1.430 -1.188 -2.073  C6 1.098
12 H 0.185 -2.389 -1.582  C6 1.049
13 H -0.202 -1.274 1.674  C8 1.141
14 H -0.613 0.320 1.419  C8 1.053
15 H -1.893 -0.726 1.889  C8 1.067



[8]
The molecule C4H8N2O. Source: the Open Molecules 2025 dataset; level of theory: wB97M-V/def2-TZVPD.

- LUMO level: 0.036 hartree
- Total charge: 0
- E: -341.94127 hartree
- SMILES: NC(=O)CN1CC1
- 2S+1: 1
- Relative energy (zero: lowest compared OMol25 entry of this formula, charge and spin): 163.8 kJ/mol

Each atom is followed by the atoms it is bonded to, with distances in Å.
Geometry (Å):
1 N 1.735 0.027 -1.450  C2 1.358, H8 1.008, H9 1.010
2 C 1.825 -0.509 -0.205  N1 1.358, O3 1.218, C4 1.531
3 O 2.813 -1.061 0.244  C2 1.218
4 C 0.540 -0.388 0.618  C2 1.531, N5 1.450, H10 1.101, H11 1.095
5 N -0.437 0.435 -0.068  C4 1.450, C6 1.441, C7 1.446
6 C -1.672 0.839 0.555  N5 1.441, C7 1.486, H12 1.089, H13 1.088
7 C -1.669 -0.132 -0.570  N5 1.446, C6 1.486, H14 1.091, H15 1.087
8 H 2.580 0.118 -1.992  N1 1.008
9 H 0.950 0.637 -1.628  N1 1.010
10 H 0.190 -1.408 0.844  C4 1.101
11 H 0.822 0.072 1.571  C4 1.095
12 H -1.920 0.447 1.540  C6 1.089
13 H -1.934 1.882 0.393  C6 1.088
14 H -1.903 -1.168 -0.319  C7 1.091
15 H -1.943 0.179 -1.575  C7 1.087